{"formula": "C10H21AsCrF9O6S", "method": "wB97M-V/def2-TZVPD", "symbols": ["Cr", "C", "C", "C", "O", "H", "H", "H", "H", "H", "H", "H", "C", "C", "C", "O", "H", "H", "H", "H", "H", "H", "H", "C", "C", "C", "O", "H", "H", "H", "H", "H", "H", "H", "As", "F", "F", "F", "F", "F", "F", "C", "F", "F", "F", "S", "O", "O", "O"], "positions_angstrom": [[8.34, 11.23, 15.73], [10.78, 9.00, 18.03], [9.42, 8.56, 17.56], [8.55, 8.15, 18.75], [8.76, 9.47, 16.70], [11.47, 9.06, 17.18], [11.14, 8.25, 18.74], [10.64, 9.91, 18.62], [9.68, 7.63, 17.06], [8.39, 8.97, 19.46], [9.07, 7.41, 19.35], [7.56, 7.73, 18.56], [6.35, 10.14, 12.74], [7.34, 11.33, 12.70], [7.06, 12.18, 11.45], [7.50, 11.94, 13.99], [6.44, 9.50, 11.86], [5.31, 10.46, 12.78], [6.57, 9.55, 13.63], [8.26, 10.81, 12.45], [7.76, 13.00, 11.57], [6.03, 12.51, 11.57], [7.14, 11.57, 10.55], [10.21, 13.48, 18.56], [8.71, 13.33, 18.29], [7.97, 14.47, 18.80], [8.40, 12.93, 16.97], [10.77, 12.55, 18.41], [10.43, 13.80, 19.57], [10.70, 14.24, 17.96], [8.38, 12.43, 18.82], [7.95, 14.49, 19.89], [6.92, 14.53, 18.50], [8.50, 15.34, 18.40], [4.95, 10.57, 17.31], [3.37, 10.08, 18.07], [5.48, 8.88, 17.10], [6.46, 11.14, 16.44], [4.38, 12.29, 17.54], [5.77, 10.57, 18.95], [4.18, 10.54, 15.68], [11.67, 13.18, 13.69], [10.90, 13.21, 12.59], [13.00, 13.49, 13.40], [11.23, 14.18, 14.49], [11.57, 11.47, 14.60], [10.23, 11.46, 15.17], [11.78, 10.44, 13.55], [12.64, 11.40, 15.61]], "nbo_charge": [1.68, -0.62, 0.11, -0.63, -0.78, 0.23, 0.20, 0.19, 0.16, 0.20, 0.19, 0.23, -0.62, 0.12, -0.63, -0.84, 0.19, 0.20, 0.21, 0.13, 0.22, 0.20, 0.21, -0.63, 0.03, -0.64, -0.29, 0.24, 0.22, 0.23, 0.26, 0.23, 0.25, 0.21, 2.78, -0.62, -0.60, -0.61, -0.61, -0.61, -0.60, 0.74, -0.31, -0.33, -0.33, 2.31, -1.00, -0.94, -0.94], "total_charge": -1, "e_lumo_ha": [0.01923, -0.04635], "homo_ha": [-0.2326, -0.2376], "orbital_gap_ev": [6.852, 5.204], "spin_multiplicity": 5, "e_tot_ha": -5422.39729}

=====

{"formula": "C11H20N2O5", "method": "wB97M-V/def2-TZVPD", "symbols": ["C", "C", "C", "C", "C", "C", "C", "C", "C", "C", "C", "H", "H", "H", "H", "H", "H", "H", "H", "H", "H", "H", "H", "H", "H", "H", "H", "H", "H", "H", "H", "N", "N", "O", "O", "O", "O", "O"], "positions_angstrom": [[-1.09, 2.16, 0.44], [0.05, 1.33, 1.03], [-2.14, 1.29, -0.28], [-2.64, 0.06, 0.49], [-3.50, -0.81, -0.40], [2.13, 0.04, 0.40], [3.06, 0.31, -0.70], [2.13, -1.43, 0.75], [1.29, -1.84, 2.00], [1.68, -2.30, -0.45], [0.24, -2.11, -0.86], [-0.23, 3.95, -0.08], [-0.13, 2.85, -1.27], [-1.45, 2.69, 1.29], [-1.73, 0.88, -1.20], [-2.96, 1.94, -0.64], [-1.75, -0.49, 0.83], [-3.22, 0.31, 1.37], [-4.89, -1.97, -0.45], [0.70, 0.82, -0.81], [2.60, 0.68, 1.20], [3.19, -1.72, 0.91], [1.67, -2.81, 2.42], [0.23, -1.97, 1.72], [1.42, -1.11, 2.83], [1.76, -3.36, -0.16], [2.36, -2.17, -1.29], [-0.07, -2.85, -1.59], [-0.01, -1.19, -1.32], [-0.58, -2.17, -0.01], [3.11, 0.91, -2.36], [-0.73, 3.21, -0.54], [0.80, 0.59, 0.16], [0.25, 1.29, 2.20], [-3.38, -0.90, -1.60], [-4.51, -1.40, 0.23], [4.26, 0.19, -0.74], [2.39, 0.81, -1.73]], "nbo_charge": [-0.14, 0.67, -0.40, -0.52, 0.80, -0.17, 0.79, -0.21, -0.62, -0.41, -0.61, 0.36, 0.35, 0.22, 0.22, 0.23, 0.24, 0.23, 0.50, 0.40, 0.25, 0.23, 0.22, 0.21, 0.23, 0.21, 0.21, 0.22, 0.20, 0.19, 0.51, -0.81, -0.64, -0.61, -0.61, -0.66, -0.59, -0.69], "total_charge": 0, "e_lumo_ha": 0.01603, "smiles": "CC[C@H](C)[C@H](NC(=O)[C@@H](N)CCC(=O)O)C(=O)O", "homo_ha": -0.3480, "e_above_lowest_ev": 0.753, "orbital_gap_ev": 9.905, "spin_multiplicity": 1, "e_tot_ha": -916.90155}

=====

{"formula": "C43H59FN4OPRbS2Si4", "method": "wB97M-V/def2-TZVPD", "symbols": ["Rb", "N", "P", "C", "C", "C", "C", "C", "C", "C", "C", "C", "C", "C", "C", "C", "C", "C", "C", "C", "N", "H", "H", "H", "H", "H", "H", "H", "H", "H", "H", "H", "H", "H", "H", "H", "C", "Si", "C", "C", "N", "C", "C", "C", "C", "C", "C", "F", "H", "H", "H", "H", "H", "H", "H", "H", "H", "H", "H", "H", "H", "S", "C", "N", "C", "C", "C", "C", "C", "C", "S", "H", "H", "H", "H", "C", "O", "Si", "C", "C", "C", "Si", "C", "C", "C", "Si", "C", "C", "C", "H", "H", "H", "H", "H", "H", "H", "H", "H", "H", "H", "H", "H", "H", "H", "H", "H", "H", "H", "H", "H", "H", "H", "H", "H", "H", "H"], "positions_angstrom": [[-0.47, 0.34, 0.14], [-2.27, -3.51, -0.83], [-1.38, -2.42, -1.83], [-2.25, -2.69, -3.43], [-3.12, -1.68, -3.84], [-3.85, -1.82, -5.01], [-3.73, -2.97, -5.77], [-2.86, -3.98, -5.37], [-2.13, -3.84, -4.21], [0.13, -3.41, -2.10], [0.62, -4.28, -1.13], [1.86, -4.88, -1.28], [2.62, -4.63, -2.41], [2.14, -3.77, -3.39], [0.92, -3.15, -3.23], [-2.95, -3.15, 0.32], [-3.80, -4.07, 0.95], [-4.46, -3.68, 2.10], [-4.26, -2.40, 2.60], [-3.39, -1.57, 1.91], [-2.74, -1.93, 0.81], [-2.48, -4.43, -1.18], [-3.22, -0.78, -3.23], [-4.52, -1.02, -5.31], [-4.30, -3.07, -6.69], [-2.76, -4.87, -5.97], [-1.44, -4.62, -3.91], [0.04, -4.45, -0.23], [2.24, -5.51, -0.48], [3.60, -5.08, -2.51], [2.74, -3.55, -4.26], [0.56, -2.45, -3.98], [-3.94, -5.06, 0.52], [-5.12, -4.38, 2.60], [-4.75, -2.06, 3.49], [-3.19, -0.57, 2.26], [5.03, 0.36, 0.18], [3.85, -0.71, -0.85], [4.96, -2.03, -1.67], [3.31, 0.33, -2.32], [2.50, -1.27, 0.00], [2.55, -2.21, 0.95], [3.71, -2.83, 1.50], [3.68, -3.84, 2.44], [2.47, -4.33, 2.94], [1.30, -3.73, 2.48], [1.36, -2.73, 1.55], [0.17, -2.20, 1.14], [5.89, 0.69, -0.42], [5.40, -0.19, 1.05], [4.51, 1.24, 0.55], [5.85, -1.54, -2.09], [4.43, -2.51, -2.49], [5.31, -2.82, -0.99], [4.19, 0.65, -2.89], [2.76, 1.22, -2.03], [2.68, -0.27, -2.99], [4.68, -2.48, 1.15], [4.61, -4.26, 2.80], [2.44, -5.12, 3.68], [0.32, -4.04, 2.83], [-4.13, 0.95, -1.36], [-2.92, 1.75, -2.23], [-1.69, 1.34, -2.48], [-0.97, 2.26, -3.21], [0.35, 2.09, -3.61], [0.99, 3.09, -4.31], [0.32, 4.27, -4.64], [-1.01, 4.46, -4.25], [-1.64, 3.45, -3.54], [-3.25, 3.37, -2.91], [0.87, 1.17, -3.35], [2.02, 2.96, -4.61], [0.83, 5.06, -5.18], [-1.53, 5.38, -4.49], [-0.81, -0.88, 4.00], [-0.78, 0.17, 3.06], [-1.12, 1.78, 3.49], [-0.54, 1.98, 5.29], [-3.01, 1.83, 3.67], [-0.42, 2.85, 2.26], [1.39, 2.89, 2.14], [2.20, 4.44, 2.90], [2.26, 1.42, 2.95], [2.04, 2.81, 0.35], [-1.33, 4.30, 1.67], [-1.39, 5.74, 2.92], [-0.57, 5.09, 0.11], [-3.14, 4.04, 1.20], [0.06, -0.86, 4.65], [-0.81, -1.83, 3.45], [-1.71, -0.85, 4.63], [-1.00, 1.25, 5.96], [-0.86, 2.98, 5.61], [0.54, 1.93, 5.40], [-3.34, 1.04, 4.35], [-3.52, 1.70, 2.71], [-3.33, 2.79, 4.09], [1.94, 4.51, 3.96], [1.84, 5.35, 2.42], [3.29, 4.41, 2.81], [2.05, 1.31, 4.02], [3.35, 1.54, 2.84], [1.99, 0.48, 2.46], [1.36, 3.27, -0.37], [2.18, 1.76, 0.07], [3.02, 3.30, 0.25], [-0.39, 6.07, 3.19], [-1.88, 5.40, 3.85], [-1.95, 6.60, 2.54], [0.48, 5.34, 0.23], [-1.11, 6.02, -0.12], [-0.67, 4.43, -0.76], [-3.78, 3.95, 2.08], [-3.30, 3.15, 0.58], [-3.49, 4.90, 0.63]], "lowdin_charge": [0.58, -0.12, 1.05, -0.34, -0.09, -0.08, -0.11, -0.11, -0.11, -0.37, -0.10, -0.07, -0.11, -0.11, -0.11, -0.38, -0.03, -0.10, -0.08, -0.13, 0.10, 0.10, 0.03, 0.10, 0.09, 0.09, 0.10, 0.09, 0.10, 0.10, 0.10, 0.11, 0.10, 0.10, 0.09, 0.09, -0.17, 0.35, -0.18, -0.18, -0.05, -0.36, -0.06, -0.14, -0.15, -0.06, -0.26, -0.08, 0.02, 0.02, 0.00, 0.02, -0.01, 0.01, 0.03, 0.00, 0.02, 0.07, 0.08, 0.07, 0.11, 0.44, -1.21, -0.06, -0.34, -0.03, -0.10, -0.12, -0.12, -0.51, 0.95, 0.09, 0.09, 0.09, 0.10, -0.17, -0.37, 0.25, -0.16, -0.17, -0.48, 0.34, -0.19, -0.17, -0.19, 0.35, -0.19, -0.18, -0.19, 0.09, 0.06, 0.08, 0.02, 0.02, 0.01, 0.02, 0.02, 0.03, 0.02, 0.01, 0.01, 0.01, 0.03, 0.02, 0.01, -0.02, 0.03, 0.01, 0.01, 0.01, 0.02, 0.02, 0.02, 0.01, 0.00, 0.02], "total_charge": -2, "e_lumo_ha": 0.13311, "homo_ha": -0.0713, "e_above_lowest_ev": 0.000, "orbital_gap_ev": 5.563, "spin_multiplicity": 1, "e_tot_ha": -4388.20583}

=====

{"formula": "C7H13NO", "method": "wB97M-V/def2-TZVPD", "symbols": ["C", "C", "C", "C", "C", "C", "C", "H", "H", "H", "H", "H", "H", "H", "H", "H", "H", "H", "H", "H", "N", "O"], "positions_angstrom": [[-1.40, -0.47, -0.25], [-1.92, 0.95, -0.17], [-0.52, 1.78, -0.05], [1.82, 0.75, 0.32], [2.23, -0.78, -0.14], [0.94, -1.53, -0.24], [-0.06, -0.47, 0.47], [-3.22, -1.48, -0.18], [-1.20, -0.76, -1.23], [-2.37, 0.88, 0.79], [-2.66, 1.23, -0.95], [-0.59, 2.26, 0.96], [-0.26, 2.48, -0.94], [2.29, 1.69, -0.02], [1.78, 0.81, 1.41], [2.75, -0.63, -1.19], [2.92, -1.21, 0.70], [0.44, -1.68, -1.30], [0.98, -2.47, 0.12], [-0.10, -0.57, 1.59], [0.48, 0.64, -0.10], [-2.34, -1.41, 0.39]], "nbo_charge": [0.11, -0.44, -0.22, -0.21, -0.41, -0.39, -0.06, 0.47, 0.17, 0.21, 0.21, 0.18, 0.21, 0.21, 0.15, 0.22, 0.21, 0.20, 0.21, 0.18, -0.46, -0.74], "total_charge": 0, "e_lumo_ha": 0.03442, "smiles": "O[C@H]1CCN2CCC[C@H]12", "homo_ha": -0.3125, "e_above_lowest_ev": 2.906, "orbital_gap_ev": 9.441, "spin_multiplicity": 1, "e_tot_ha": -404.42066}

=====

{"formula": "C13H15N3O3", "method": "wB97M-V/def2-TZVPD", "symbols": ["C", "C", "C", "C", "C", "C", "C", "C", "C", "C", "C", "C", "C", "H", "H", "H", "H", "H", "H", "H", "H", "H", "H", "H", "H", "H", "H", "H", "N", "N", "N", "O", "O", "O"], "positions_angstrom": [[3.41, -2.11, -2.27], [2.01, -1.99, -1.60], [0.50, -0.74, -0.05], [-0.25, -2.08, 0.20], [-0.38, 0.11, -0.91], [-1.26, 0.86, -0.08], [-2.57, 0.57, 0.33], [-0.90, 2.01, 0.64], [-2.03, 2.37, 1.58], [0.21, 2.82, 0.75], [-2.07, 3.54, 2.27], [0.34, 3.85, 1.67], [-0.80, 4.21, 2.40], [2.99, -2.85, -4.17], [2.46, -3.97, -2.90], [4.22, -2.20, -1.45], [3.45, -1.03, -2.95], [2.69, -0.65, -0.23], [0.84, -0.36, 0.88], [-1.07, -0.58, -1.44], [0.20, 0.81, -1.52], [-3.32, -0.34, 0.22], [-3.96, 1.30, 1.62], [1.04, 2.59, 0.06], [-3.01, 4.05, 2.77], [1.22, 4.47, 1.78], [-0.72, 5.00, 3.09], [0.15, -3.82, 0.80], [3.25, -3.25, -3.20], [1.83, -0.96, -0.68], [-3.00, 1.46, 1.26], [0.94, -2.65, -1.87], [-1.42, -2.29, 0.12], [0.60, -3.02, 0.76]], "nbo_charge": [-0.31, 0.66, -0.14, 0.83, -0.44, -0.13, 0.03, -0.07, 0.13, -0.21, -0.25, -0.25, -0.21, 0.37, 0.40, 0.22, 0.23, 0.40, 0.24, 0.26, 0.23, 0.23, 0.42, 0.20, 0.23, 0.22, 0.20, 0.49, -0.87, -0.61, -0.53, -0.66, -0.59, -0.70], "total_charge": 0, "e_lumo_ha": 0.02189, "smiles": "NCC(=O)N[C@@H](Cc1c[nH]c2ccccc12)C(=O)O", "homo_ha": -0.2793, "e_above_lowest_ev": 3.332, "orbital_gap_ev": 8.195, "spin_multiplicity": 1, "e_tot_ha": -894.31337}